Record 1
C28H42O14 | ωB97M-V with the def2-TZVPD basis set

Cartesian coordinates (Å):
1 O -1.6382 -1.0275 0.7750
2 C -0.5638 -0.6235 0.4505
3 C 0.8105 -0.9862 0.9905
4 C 1.7439 -0.4843 -0.0702
5 C 1.0242 0.7256 -0.6050
6 O -0.3700 0.3590 -0.5033
7 H 0.8955 -0.5519 1.9911
8 H 0.9608 -2.0387 1.2367
9 H 2.7364 -0.1339 0.2231
10 H 1.9115 -1.2049 -0.8716
11 H 1.1230 1.6409 -0.0165
12 H 1.2061 0.9561 -1.6536
13 O 0.7320 1.8333 2.7387
14 C 0.7544 2.9642 3.1489
15 C 1.8802 3.9834 2.9748
16 C 1.2379 5.2995 3.5351
17 C -0.1056 4.8736 4.0969
18 O -0.2140 3.4760 3.8853
19 H 2.7135 3.6869 3.6144
20 H 2.3041 3.9995 1.9754
21 H 1.8105 5.7612 4.3358
22 H 1.1067 5.9962 2.7099
23 H -0.2159 5.0230 5.1713
24 H -0.9075 5.4263 3.6021
25 O 0.9980 -3.2838 6.3573
26 C 0.1903 -2.4936 5.9344
27 C -0.7639 -2.6833 4.7640
28 C -1.8826 -1.7046 5.1230
29 C -1.1415 -0.6507 5.9900
30 O -0.1227 -1.4044 6.6191
31 H -0.1676 -2.4539 3.8756
32 H -1.1194 -3.7029 4.6486
33 H -2.3730 -1.2774 4.2540
34 H -2.5659 -2.1769 5.8294
35 H -0.7231 0.0840 5.2968
36 H -1.8837 -0.2322 6.6620
37 O -3.3797 -3.7489 -3.3057
38 C -3.1772 -2.5739 -3.2138
39 C -2.8019 -1.5281 -4.2192
40 C -2.2229 -0.4474 -3.3172
41 C -3.1178 -0.5724 -2.0684
42 O -3.3302 -1.9921 -1.9881
43 H -2.0904 -1.7648 -5.0032
44 H -3.7363 -1.0981 -4.5909
45 H -1.1577 -0.5648 -3.1241
46 H -2.3255 0.5690 -3.7049
47 H -2.5837 -0.1600 -1.2220
48 H -4.1058 -0.1343 -2.2240
49 O -4.9488 1.8801 5.3129
50 C -4.1263 2.0684 4.4628
51 C -3.7808 3.3858 3.7716
52 C -3.6386 2.8151 2.3682
53 C -2.8411 1.5794 2.6578
54 O -3.5084 1.0375 3.8390
55 H -4.5429 4.1462 3.9088
56 H -2.8031 3.7847 4.0465
57 H -4.6397 2.6066 1.9852
58 H -3.1378 3.4320 1.6177
59 H -3.0206 0.9120 1.8149
60 H -1.7986 1.6649 2.9537
61 O 3.2314 0.6238 -3.3659
62 C 3.7977 0.5060 -4.4288
63 C 5.0483 -0.2781 -4.6388
64 C 5.4290 0.2247 -6.0599
65 C 4.1834 0.9165 -6.6196
66 O 3.2226 0.8346 -5.5810
67 H 5.8902 -0.1587 -3.9666
68 H 4.7358 -1.3229 -4.5839
69 H 6.2269 0.9678 -5.9761
70 H 5.8365 -0.5410 -6.7188
71 H 4.4669 1.9139 -6.9464
72 H 3.9737 0.2956 -7.4920
73 O 2.9713 -5.4893 -3.3893
74 C 1.9337 -4.9062 -3.5027
75 C 1.6535 -3.5888 -2.8318
76 C 0.5786 -3.0107 -3.7099
77 C -0.0667 -4.2364 -4.3660
78 O 1.0036 -5.1965 -4.4347
79 H 1.3406 -3.5814 -1.7869
80 H 2.5706 -3.0002 -2.8387
81 H -0.1483 -2.4324 -3.1398
82 H 0.9832 -2.3503 -4.4802
83 H -0.8703 -4.6215 -3.7360
84 H -0.5575 -3.8398 -5.2536

Atoms 1-6, force components in eV/Å:
O -0.111 0.143 -0.151
C 1.062 0.489 -0.163
C -0.043 -0.903 0.791
C 1.329 1.017 -0.233
C -1.022 0.178 -0.438
O -1.017 -0.583 0.410

Properties
HOMO in eV: -9.70
HOMO-LUMO gap in eV: 9.82
Molecular weight in g/mol: 602.63
Total energy in eV: -58382.1171

***

Record 2
C28H42O21 | ωB97M-V with the def2-TZVPD basis set

Cartesian coordinates (Å):
1 C -1.8357 0.5506 0.5680
2 C -0.2979 0.8143 0.7020
3 C 0.3819 -0.1875 1.6822
4 O 0.8165 -1.1493 0.7802
5 C 0.9265 -0.7159 -0.4620
6 O 1.3662 -1.3437 -1.3936
7 O 0.3007 0.4413 -0.5906
8 H -2.0463 -0.4826 0.2919
9 H -2.3712 1.1878 -0.1357
10 H -2.4046 0.7113 1.4838
11 H -0.0859 1.8287 1.0397
12 H -0.3431 -0.5241 2.4232
13 H 1.1787 0.3921 2.1483
14 C 0.4189 -3.8832 -2.8938
15 C -0.6687 -3.9310 -1.8774
16 C -1.9520 -3.2248 -2.2261
17 O -2.9623 -4.2058 -1.9927
18 C -2.4611 -5.3360 -1.4688
19 O -3.1063 -6.2157 -1.0073
20 O -1.1462 -5.1774 -1.3428
21 H 1.3799 -4.2784 -2.5645
22 H 0.6266 -2.9721 -3.4550
23 H 0.0829 -4.5988 -3.6441
24 H -0.1946 -3.4119 -1.0445
25 H -2.0185 -2.7948 -3.2255
26 H -2.0835 -2.3902 -1.5375
27 C -0.5536 -3.5474 3.3844
28 C -2.0013 -3.9779 3.1120
29 C -2.9883 -3.3973 4.1067
30 O -3.9499 -2.6750 3.3620
31 C -3.5673 -2.6392 2.0617
32 O -4.1532 -2.1591 1.1312
33 O -2.3989 -3.3433 1.9479
34 H -0.3985 -2.4686 3.3677
35 H 0.2535 -3.8699 2.7266
36 H -0.2521 -3.8869 4.3753
37 H -2.0673 -5.0656 3.1380
38 H -2.5163 -2.6162 4.7026
39 H -3.4663 -4.1720 4.7063
40 C 5.5213 3.0788 1.3257
41 C 4.5344 2.1228 0.6680
42 C 5.3228 1.0451 0.0039
43 O 5.0364 -0.1418 0.7403
44 C 4.2106 0.1506 1.7833
45 O 3.7525 -0.6143 2.6207
46 O 3.9052 1.4470 1.7473
47 H 6.2282 2.6160 2.0143
48 H 5.1119 3.7807 2.0523
49 H 5.9709 3.7695 0.6124
50 H 3.8605 2.6577 -0.0012
51 H 6.3556 1.3639 0.1446
52 H 5.2153 0.9445 -1.0761
53 C 4.5030 -2.4159 -3.3275
54 C 5.3947 -1.6763 -4.3501
55 C 4.5606 -0.7619 -5.2207
56 O 5.4762 0.3726 -5.2699
57 C 6.2267 0.3343 -4.2074
58 O 7.0000 1.2571 -3.9452
59 O 6.1972 -0.8684 -3.5853
60 H 5.0387 -2.8245 -2.4707
61 H 3.8943 -3.2203 -3.7403
62 H 3.9313 -1.6856 -2.7549
63 H 5.9855 -2.3482 -4.9726
64 H 3.6168 -0.3950 -4.8173
65 H 4.4494 -0.9810 -6.2826
66 C 1.4600 3.9808 -0.9711
67 C 0.0169 4.4807 -1.2599
68 C -0.8215 3.8040 -2.3299
69 O -1.9759 3.3412 -1.5652
70 C -2.0562 4.0050 -0.3827
71 O -2.9729 4.0660 0.4518
72 O -0.7483 4.3042 -0.0700
73 H 1.4529 2.9839 -0.5302
74 H 1.9237 4.7282 -0.3274
75 H 1.9591 3.9368 -1.9391
76 H 0.1065 5.5310 -1.5371
77 H -0.2831 2.9521 -2.7453
78 H -1.0336 4.5788 -3.0666
79 C -5.1407 1.6201 2.6215
80 C -6.4831 2.1351 3.1685
81 C -6.4366 3.6053 3.6445
82 O -7.2266 4.2649 2.7405
83 C -7.5587 3.5229 1.6891
84 O -8.0584 3.9537 0.6898
85 O -7.4127 2.2474 2.0893
86 H -5.4084 0.7378 2.0401
87 H -4.4756 1.3052 3.4256
88 H -4.5661 2.3081 2.0013
89 H -6.8973 1.4640 3.9209
90 H -5.4212 3.9743 3.4998
91 H -6.6832 3.8772 4.6708

Atoms 1-6, force components in eV/Å:
C 0.289 0.329 0.090
C -2.091 -0.934 0.348
C -0.969 2.840 -0.698
O 1.338 -2.507 0.632
C -1.061 0.034 -0.521
O 0.066 -0.212 0.378

Properties
HOMO (alpha / beta) in eV: -12.04 / -12.04
⟨S²⟩: 0.7573
HOMO-LUMO gap (alpha / beta) in eV: 9.31 / 1.86
Spin multiplicity: 2
Net charge: +1
Molecular weight in g/mol: 714.62
Total energy in eV: -72703.1458

***

Record 3
C28H43CrGeN4S4Si3 | ωB97M-V with the def2-TZVPD basis set

Cartesian coordinates (Å):
1 Cr 0.1014 -1.0873 -0.6870
2 S -2.7247 -2.1741 2.5601
3 C -1.6063 -1.4389 1.6305
4 S 0.0997 -1.5633 1.7068
5 S -2.1273 -0.3505 0.2438
6 C -0.7560 0.2724 -4.7576
7 C -0.6417 0.2189 -3.3907
8 N -0.2620 -0.8763 -2.7122
9 C 0.0384 -2.0150 -3.4403
10 C -0.0585 -2.0330 -4.8584
11 C -0.4572 -0.8857 -5.5114
12 C 0.2714 -3.2675 -5.5357
13 C 0.6569 -4.3666 -4.8593
14 C 0.7599 -4.3624 -3.4220
15 C 1.1453 -5.4544 -2.6708
16 C 1.2087 -5.3536 -1.2756
17 C 0.8799 -4.1456 -0.6816
18 N 0.5103 -3.0683 -1.3661
19 C 0.4402 -3.1539 -2.7400
20 H -1.0728 1.1883 -5.2347
21 H -0.8660 1.0911 -2.7880
22 H -0.5379 -0.8787 -6.5913
23 H 0.1965 -3.2889 -6.6166
24 H 0.8952 -5.2814 -5.3894
25 H 1.3893 -6.3859 -3.1687
26 H 1.4904 -6.1961 -0.6607
27 H 0.9033 -4.0267 0.3963
28 C -3.2341 2.4807 -1.9119
29 Si -3.5146 2.9010 -0.1079
30 C -3.2737 4.7504 0.1298
31 C -5.2638 2.4238 0.3713
32 Ge -1.9824 1.7020 1.2949
33 Si -2.8349 1.6208 3.5374
34 C -3.0534 3.4446 3.9540
35 C -1.5669 0.8307 4.6636
36 C -4.5067 0.8068 3.7245
37 Si 0.2101 2.6765 1.1385
38 C 0.0975 4.3360 2.0223
39 C 1.6018 1.7141 1.9326
40 C 0.5673 2.9961 -0.6757
41 H -3.9988 2.9554 -2.5325
42 H -3.2870 1.4035 -2.0842
43 H -2.2601 2.8323 -2.2578
44 H -4.0166 5.2970 -0.4577
45 H -2.2849 5.0772 -0.1981
46 H -3.3946 5.0421 1.1750
47 H -5.9919 2.8322 -0.3338
48 H -5.5130 2.8027 1.3645
49 H -5.3765 1.3373 0.3848
50 H -2.1445 4.0245 3.7917
51 H -3.3425 3.5601 5.0021
52 H -3.8475 3.8816 3.3438
53 H -0.6244 1.3823 4.6337
54 H -1.3664 -0.1985 4.3587
55 H -1.9228 0.8223 5.6970
56 H -5.2442 1.2481 3.0532
57 H -4.8653 0.9416 4.7491
58 H -4.4572 -0.2602 3.5128
59 H 0.0713 4.1891 3.1042
60 H -0.7889 4.9042 1.7345
61 H 0.9730 4.9494 1.7942
62 H 1.3801 1.4968 2.9796
63 H 2.5177 2.3117 1.8921
64 H 1.7794 0.7672 1.4257
65 H -0.1649 3.6756 -1.1190
66 H 0.5475 2.0625 -1.2408
67 H 1.5599 3.4366 -0.7997
68 C 7.1275 -1.9108 -0.6303
69 C 5.7362 -1.9266 -0.0920
70 C 5.3182 -2.6674 0.9699
71 C 3.9601 -2.5654 1.3556
72 N 3.1000 -1.7991 0.7200
73 C 3.4986 -1.0766 -0.3441
74 S 2.4751 -0.1009 -1.2401
75 N 4.8226 -1.1463 -0.7137
76 C 3.4426 -3.3163 2.5388
77 H 7.7679 -2.5683 -0.0492
78 H 7.5394 -0.9010 -0.5963
79 H 7.1334 -2.2444 -1.6692
80 H 6.0054 -3.3084 1.5007
81 H 5.0823 -0.5966 -1.5217
82 H 4.0006 -4.2371 2.7024
83 H 2.3813 -3.5211 2.4161
84 H 3.5494 -2.6885 3.4270

Atoms 1-6, force components in eV/Å:
Cr -0.120 -0.032 0.126
S 0.052 0.021 -0.045
C 0.046 0.017 -0.005
S -0.092 -0.058 -0.084
S -0.001 -0.021 0.089
C 0.003 -0.022 0.003

Properties
HOMO (alpha / beta) in eV: -4.54 / -7.56
⟨S²⟩: 8.7913
HOMO-LUMO gap (alpha / beta) in eV: 4.13 / 7.14
Spin multiplicity: 6
Molecular weight in g/mol: 772.81
Total energy in eV: -187611.3823